This record from the OMol25 dataset describes C30H27ClF5MnN5O3SSbSe as an isolated structure at a distorted geometry. The level of theory is the ωB97M-V functional and the def2-TZVPD basis.

```
75
Properties=species:S:1:pos:R:3:forces:R:3:lowdin_spin:R:1
Mn -0.0145 0.0460 -0.0122 -0.698 0.349 -1.258 4.04
N 0.5117 -4.2794 0.2134 0.053 0.303 -0.309 0.00
C 0.5535 -3.2999 -0.7035 0.021 0.111 0.057 0.01
N 0.6619 -2.1449 -0.0927 0.020 0.034 0.408 0.04
C 0.6665 -2.4686 1.2364 0.040 -1.062 -1.102 0.00
N 0.5861 -3.7663 1.4411 0.011 0.204 0.983 0.00
C 0.7246 -1.4352 2.2445 -0.019 0.597 0.516 0.01
C 1.0568 -1.6942 3.5728 -0.105 -0.107 -0.486 0.00
N 1.1508 -0.7385 4.4729 0.133 0.148 0.144 0.01
C 0.8986 0.4995 4.0661 0.017 -0.087 -0.144 0.00
C 0.5349 0.7851 2.7595 0.063 0.139 -0.301 0.01
N 0.4624 -0.1745 1.8296 0.751 -0.991 3.038 0.00
H 0.4249 -5.2773 0.0882 0.035 0.171 -0.029 0.00
H 0.5123 -3.4429 -1.7651 -0.058 -0.060 -0.224 0.00
H 1.2553 -2.7093 3.8810 0.023 -0.131 0.027 0.00
H 0.9929 1.2759 4.8123 -0.078 0.129 -0.065 0.00
H 0.3185 1.7964 2.4314 0.011 -0.105 0.052 0.00
C 3.1263 -2.1244 -5.5354 -0.239 0.180 0.376 -0.01
Sb 2.0030 -1.3381 -3.8349 0.777 -0.261 -0.535 -0.01
C 2.9028 0.6312 -4.0121 -0.268 -0.286 0.092 0.00
C 3.4455 -2.1548 -2.4343 -0.293 0.172 -0.154 0.00
H 4.1696 -1.8476 -5.4394 0.209 0.053 0.017 0.00
H 2.7297 -1.7159 -6.4577 -0.077 0.063 -0.170 0.00
H 3.0431 -3.2043 -5.5636 -0.023 -0.217 -0.025 0.00
H 3.4255 0.7001 -4.9608 0.074 -0.038 -0.107 0.00
H 3.5996 0.7782 -3.1945 0.120 -0.001 0.108 0.00
H 2.1381 1.3994 -3.9704 -0.128 0.109 0.051 0.00
H 4.4282 -1.7748 -2.6873 0.198 0.048 -0.013 0.00
H 3.4472 -3.2371 -2.4975 0.001 -0.251 -0.098 0.00
H 3.1906 -1.8506 -1.4269 0.033 -0.012 0.072 0.00
C -2.7697 -3.2858 4.4015 -0.011 0.034 -0.051 0.00
C -2.4728 -1.8435 4.6556 -0.085 0.075 -0.202 0.00
C -1.7578 -1.4400 5.7685 -0.087 0.206 -0.042 0.00
C -1.5226 -0.0935 6.0008 -0.211 0.101 -0.165 0.00
Cl -0.6166 0.3859 7.3935 0.132 0.085 0.168 0.00
C -1.9847 0.8650 5.1183 0.011 -0.189 0.272 0.00
C -2.6840 0.4714 3.9883 -0.213 -0.071 -0.191 0.00
C -2.9410 -0.8737 3.7527 0.158 0.049 0.245 0.00
O -3.6706 -1.3488 2.6990 -0.056 -0.120 0.318 0.00
C -3.8152 -0.5285 1.5593 0.122 0.239 -0.313 0.00
C -2.4392 -0.3102 0.9223 -0.451 -0.489 0.075 0.01
O -1.9467 0.8403 0.8524 0.708 0.716 -0.375 0.01
O -1.8205 -1.3169 0.5267 0.379 -0.001 0.011 0.02
H -2.3006 -3.9128 5.1531 0.025 -0.092 0.071 0.00
H -2.4160 -3.5788 3.4152 0.010 -0.077 -0.100 0.00
H -3.8458 -3.4477 4.4206 -0.079 -0.122 -0.023 0.00
H -1.3796 -2.1763 6.4610 0.031 -0.072 0.074 0.00
H -1.8079 1.9128 5.3082 0.035 0.072 0.028 0.00
H -3.0392 1.2312 3.3105 0.005 0.029 -0.112 0.00
H -4.2932 0.4331 1.7725 0.022 -0.154 0.083 0.00
H -4.4366 -1.1029 0.8669 0.100 0.152 0.096 0.00
S -0.5661 -0.0597 -2.1296 0.108 -0.370 -1.165 -0.08
C -1.8218 0.9521 -2.8256 -0.078 0.359 0.455 0.00
C -2.3443 2.0526 -2.1534 0.053 -0.040 -0.009 0.01
C -3.3230 2.8203 -2.7571 -0.077 0.012 -0.026 0.00
C -3.8064 2.4868 -4.0127 -0.049 0.041 -0.058 0.01
C -3.2775 1.3944 -4.6837 -0.060 0.104 -0.022 0.00
C -2.2818 0.6364 -4.1016 0.179 -0.125 0.185 0.00
H -1.9921 2.2902 -1.1602 -0.012 0.054 -0.017 0.00
H -3.7045 3.6857 -2.2378 -0.117 0.088 0.058 0.00
H -4.5922 3.0719 -4.4671 -0.024 0.076 -0.042 0.00
H -3.6354 1.1293 -5.6673 -0.056 0.005 -0.089 0.00
H -1.8509 -0.2053 -4.6200 0.011 -0.150 -0.095 0.00
F 2.9108 5.9813 -2.5288 0.002 -0.222 0.162 0.00
C 2.8829 4.7795 -1.9407 -0.018 -0.169 0.155 0.00
C 4.0711 4.0906 -1.6911 -0.204 0.119 -0.141 0.00
F 5.2416 4.6452 -2.0191 -0.167 -0.033 -0.015 0.00
C 4.0334 2.8257 -1.1314 -0.637 -0.144 0.131 0.00
F 5.1724 2.1557 -0.9440 0.084 0.124 -0.061 0.00
C 2.8245 2.2228 -0.7652 -0.064 0.717 -0.324 -0.01
Se 2.7511 0.4815 -0.0923 -0.755 -0.391 0.144 -0.09
C 1.6617 2.9620 -0.9733 0.300 -0.434 0.188 0.00
F 0.4771 2.4081 -0.5657 0.216 0.848 -0.154 0.02
C 1.6659 4.2138 -1.5625 -0.007 -0.016 -0.080 0.00
F 0.5177 4.8656 -1.7780 0.224 -0.026 0.036 0.00
```
Forces are in eV/Å.

Results
E_HOMO (spin up / spin down) = -0.2753 / -0.2828 hartree
⟨S²⟩ = 6.23
M = 923.746 g/mol
Multiplicity = 5